# 1
The following is a quantum chemistry calculation of a gas-phase ion, C4H2O3S (charge -2) at a distorted geometry, from the Open Molecules 2025 dataset.

Output
HOMO-LUMO gap: 0.21829 Ha
Total charge: -2
Spin multiplicity: 1
F_max: 2.23 eV/Å

Each line ends with the natural charge from an NBO analysis.
Cartesian coordinates (Å):
C1 0.06423 1.06803 -0.74151  -0.469
C2 -0.08974 -0.00016 0.00540  -0.128
C3 -1.09485 -1.09988 -0.50728  0.746
O1 -0.46794 -2.00061 -1.11611  -0.773
O2 -2.35545 -1.00739 -0.30282  -0.800
C4 0.81202 0.00900 1.37241  0.394
O3 0.33017 0.07744 2.52153  -0.678
S1 2.55713 -0.03427 0.97564  -0.628
H1 0.58805 1.92205 -0.44099  0.174
H2 -0.34362 1.06578 -1.76626  0.163


# 2
The following is a quantum chemistry calculation of a molecular structure, C4H6O2, from the Open Molecules 2025 dataset.

Output
HOMO-LUMO gap: 0.36617 Ha
Energy relative to the best compared isomer or geometry (same formula, charge and spin): 249.42 kJ/mol
Spin multiplicity: 1
F_max: 0.47 eV/Å

Each line ends with the natural charge from an NBO analysis.
Cartesian coordinates (Å):
O1 1.47459 -1.08184 0.71866  -0.632
C1 0.47400 -0.23687 0.51052  0.436
C2 -0.98080 -0.60352 0.39030  -0.552
C3 -1.11823 0.93872 0.21170  0.579
O2 -2.06718 1.66026 0.04304  -0.541
C4 0.34106 1.09975 0.33407  -0.455
H1 2.30046 -0.58437 0.80622  0.493
H2 0.64069 -0.81308 -2.13286  -0.006
H3 -1.43432 -1.02787 1.28965  0.226
H4 -1.25759 -1.19608 -0.48908  0.227
H5 0.60040 -0.09185 -1.95478  -0.001
H6 1.02691 1.93675 0.27255  0.226


# 3
The following is a quantum chemistry calculation of 15 unconnected molecules or ions with the total composition C28H89N19O15 at a distorted geometry, from the Open Molecules 2025 dataset.

Output
HOMO-LUMO gap: 0.32017 Ha
Spin multiplicity: 1
F_max: 8.57 eV/Å

Each line ends with the Löwdin charge.
Cartesian coordinates (Å):
C1 3.82988 1.85143 -4.95808  -0.057
C2 2.78964 2.34963 -3.98296  -0.457
C3 3.11267 3.69206 -3.41759  -0.240
O1 3.56749 4.60721 -4.32275  -0.177
C4 4.45510 5.60774 -4.03377  -0.129
N1 1.54016 2.40552 -4.70110  0.053
H1 3.47790 1.06110 -5.62109  0.079
H2 4.67474 1.45263 -4.39659  0.074
H3 4.11739 2.70392 -5.57348  0.076
H4 2.74958 1.58773 -3.20449  0.123
H5 3.90088 3.46037 -2.70125  0.106
H6 2.23457 4.11390 -2.92862  0.133
H7 5.50670 5.38677 -3.85098  0.083
H8 4.14857 6.26142 -3.21718  0.085
H9 4.53484 6.18327 -4.95600  0.092
H10 1.74168 3.23278 -5.24437  0.073
H11 0.68058 2.44621 -4.17238  0.045
C5 1.54495 0.16305 0.74758  -0.027
C6 0.59598 0.70267 -0.29741  -0.436
C7 -0.84320 0.77060 0.20983  -0.202
O2 -1.40501 -0.51689 0.23929  -0.167
C8 -2.83035 -0.48909 0.34438  -0.083
N2 0.98107 2.00456 -0.76016  0.073
H12 1.47369 0.77733 1.64517  0.061
H13 2.57683 0.10476 0.40126  0.062
H14 1.10815 -0.80612 0.98845  0.075
H15 0.61803 0.00197 -1.13206  0.135
H16 -1.25067 1.34288 -0.62357  0.098
H17 -0.92715 1.43272 1.07160  0.115
H18 -3.18391 0.02417 -0.54985  0.040
H19 -3.27205 -0.07647 1.25144  0.071
H20 -3.21204 -1.49805 0.18816  0.070
H21 0.47394 2.17227 -1.61736  0.049
H22 0.47492 2.59697 -0.11755  0.055
C9 8.27819 -2.82013 -1.09774  -0.080
C10 7.07782 -1.90199 -1.01932  -0.409
C11 5.68950 -2.54087 -1.26034  -0.147
O3 4.57356 -1.67611 -0.97733  -0.259
C12 3.79942 -1.30745 -2.08911  -0.079
N3 7.18096 -1.26173 0.29122  0.056
H23 8.45386 -3.39266 -0.18700  0.075
H24 9.18234 -2.21462 -1.16076  0.073
H25 8.45900 -3.59118 -1.84666  0.068
H26 7.17996 -1.05029 -1.69184  0.135
H27 5.47075 -3.24228 -0.45519  0.101
H28 5.43671 -3.07844 -2.17423  0.129
H29 3.19063 -0.51985 -1.64508  0.073
H30 3.00571 -2.00188 -2.36455  0.069
H31 4.45933 -1.10948 -2.93375  0.100
H32 6.66504 -0.39793 0.20308  0.034
H33 6.63987 -1.78285 0.96630  0.068
C13 -0.87568 -3.64220 3.16238  -0.055
C14 -0.68463 -3.69045 1.68766  -0.384
O4 -0.32753 -4.98632 1.33177  -0.057
H34 -0.08835 -4.18021 3.69035  0.084
H35 -1.74179 -4.19854 3.52079  0.075
H36 -1.01549 -2.62126 3.51767  0.063
H37 0.14824 -3.02580 1.45811  0.076
H38 -1.51412 -3.26210 1.12502  0.094
H39 -1.17092 -5.35683 1.06156  0.043
C15 3.63437 -4.67230 2.36964  -0.070
C16 3.45830 -3.73387 1.16476  -0.287
O5 4.06381 -2.46744 1.46516  -0.102
H40 4.51863 -5.30585 2.43896  0.066
H41 2.82624 -5.39207 2.49982  0.065
H42 3.47890 -4.03997 3.24376  0.076
H43 2.38369 -3.55322 1.19079  0.081
H44 3.73507 -4.09434 0.17402  0.102
H45 4.21450 -1.93560 0.68028  0.017
C17 -5.84570 -3.60627 -2.86622  -0.094
C18 -5.33748 -2.36315 -3.40035  -0.357
O6 -4.41121 -1.75798 -2.50599  -0.109
H46 -6.29676 -4.14502 -3.69953  0.090
H47 -6.48118 -3.38518 -2.00868  0.086
H48 -4.96118 -4.12267 -2.49332  0.079
H49 -6.14795 -1.73469 -3.76949  0.116
H50 -4.71248 -2.56282 -4.27075  0.114
H51 -3.62049 -2.28401 -2.64616  0.040
C19 -0.83601 0.25549 4.75064  -0.074
C20 -2.38161 0.08335 4.45622  -0.288
O7 -3.16071 -0.15362 5.62708  -0.063
H52 -0.10936 0.03672 3.96820  0.053
H53 -0.43795 -0.23944 5.63648  0.064
H54 -0.66834 1.26936 5.11402  0.044
H55 -2.47334 -0.60679 3.61754  0.081
H56 -2.69089 0.99189 3.93951  0.081
H57 -3.44068 0.64104 6.08721  0.087
C21 4.92102 2.49192 -0.10898  -0.769
O8 5.06886 1.29131 0.05695  0.028
N4 5.92349 3.24387 -0.40025  0.174
N5 3.73135 3.07983 -0.12642  0.171
H58 6.77370 2.71412 -0.52915  0.127
H59 5.86359 4.24012 -0.55518  0.113
H60 2.91064 2.52188 0.06128  0.051
H61 3.70009 4.08921 -0.14286  0.109
C22 -5.11131 2.38694 0.18074  -0.736
O9 -4.53557 1.93463 1.16032  -0.025
N6 -5.38198 1.67531 -0.80219  0.204
N7 -5.74332 3.50832 -0.02453  0.187
H62 -5.05911 0.71860 -0.77844  0.118
H63 -6.00683 2.02731 -1.51335  0.134
H64 -6.00150 3.80306 -0.95543  0.119
H65 -5.72213 4.25536 0.65487  0.129
C23 -3.98546 -5.14299 1.42978  -0.787
O10 -3.00524 -5.83259 1.29454  0.050
N8 -4.88291 -5.30887 2.34753  0.182
N9 -4.27447 -4.18154 0.59991  0.193
H66 -5.74313 -4.78393 2.41513  0.120
H67 -4.68970 -6.17032 2.83811  0.128
H68 -3.51669 -3.82787 0.03352  0.083
H69 -5.00195 -3.56690 0.93620  0.109
C24 -2.24928 1.69598 -3.29558  -0.724
O11 -1.39407 2.39879 -2.81494  0.031
N10 -2.59459 0.50445 -2.80031  0.179
N11 -2.81532 1.90604 -4.48161  0.162
H70 -3.41055 0.07485 -3.21231  0.082
H71 -1.99708 0.03014 -2.13841  0.093
H72 -3.20470 1.13308 -5.00220  0.111
H73 -2.70559 2.86021 -4.79406  0.116
C25 -2.63658 4.01029 3.68778  -0.669
O12 -3.72618 4.26138 4.27332  -0.048
N12 -2.58224 3.31648 2.53060  0.167
N13 -1.45966 4.09761 4.34954  0.160
H74 -3.45833 2.97294 2.16378  0.049
H75 -1.65659 3.14882 2.16294  0.046
H76 -1.35817 4.50802 5.26679  0.115
H77 -0.74836 3.84685 3.67777  0.046
C26 -6.76435 0.74476 3.51357  -0.865
O13 -7.62552 0.15628 4.04486  0.075
N14 -5.86138 0.09656 2.89610  0.163
N15 -6.45814 1.99870 3.38775  0.185
H78 -5.22662 0.73018 2.43166  0.054
H79 -5.71705 -0.88943 3.06072  0.124
H80 -7.09763 2.62412 3.85680  0.124
H81 -5.65115 2.30845 2.86533  0.073
C27 1.19370 3.99001 2.40750  -0.765
O14 0.16656 3.57189 1.88301  -0.003
N16 2.23217 3.23911 2.63025  0.195
N17 1.40693 5.14382 2.88377  0.196
H82 3.01743 3.75279 3.00388  0.116
H83 2.31972 2.36001 2.14074  0.088
H84 2.35645 5.26250 3.20693  0.120
H85 0.79967 5.93973 2.75013  0.144
C28 -0.63324 -3.14133 -2.04728  -0.706
O15 -1.84331 -3.32887 -1.84980  0.012
N18 -0.15061 -3.37311 -3.24402  0.147
N19 0.27737 -3.25544 -1.11627  0.216
H86 0.60593 -4.04201 -3.22575  0.114
H87 -0.51008 -3.01936 -4.11909  0.113
H88 -0.06752 -3.05078 -0.18930  0.054
H89 1.23877 -3.13029 -1.39936  0.104


# 4
The following is a quantum chemistry calculation of 8 unconnected molecules or ions with the total composition C45H54BF9N9O4P4S2 at a distorted geometry, from the Open Molecules 2025 dataset.

Output
HOMO-LUMO gap: 0.24840 Ha
Total charge: -1
Spin multiplicity: 1
F_max: 2.47 eV/Å

Each line ends with the Löwdin charge.
Cartesian coordinates (Å):
C1 -1.01627 -6.14017 2.99468  -0.070
C2 -2.32843 -6.23602 2.18352  -0.204
C3 -3.14656 -4.93315 2.20252  -0.516
P1 -4.84980 -5.57127 2.78674  0.733
N1 -4.86650 -5.91490 4.31998  -0.290
O1 -2.79015 -4.07454 3.20345  -0.074
B1 -2.93516 -2.66816 2.87647  -1.020
P2 -1.38216 -1.69081 3.58900  0.784
N2 0.01637 -2.26036 3.02062  -0.337
P3 -4.47007 -1.70063 3.70067  0.293
O2 -4.30480 -1.73451 5.31824  -0.252
O3 -5.93614 -2.30517 3.28670  -0.266
S1 -4.44576 0.19208 3.17472  0.260
O4 -3.02719 -2.68471 1.40290  -0.034
C4 -3.07581 -3.97121 0.91902  -0.557
C5 -1.99516 -4.22328 -0.14181  -0.162
C6 -0.55926 -4.43012 0.37689  -0.062
C7 0.50235 -4.18874 -0.67250  -0.438
F1 0.59750 -5.31663 -1.40960  0.122
F2 0.21427 -3.21038 -1.53874  0.132
C8 1.91620 -3.84624 -0.08045  -0.398
F3 2.66878 -3.40778 -1.10732  0.140
F4 1.78014 -2.84148 0.73652  0.190
C9 2.63052 -5.04360 0.55470  -0.415
F5 1.89843 -5.61589 1.48047  0.198
F6 2.97299 -5.92096 -0.35483  0.196
C10 3.95894 -4.62739 1.26205  -0.636
F7 4.53562 -5.74894 1.67303  0.178
F8 3.76728 -3.87722 2.28767  0.238
F9 4.79626 -4.08255 0.42757  0.209
P4 -4.66012 -4.13546 -0.10924  0.426
S2 -4.62706 -3.28668 -1.87302  0.104
H1 -0.25328 -6.75202 2.51934  0.065
H2 -0.63888 -5.12225 2.97866  0.056
H3 -1.17934 -6.47777 4.00984  0.078
H4 -2.15768 -6.60752 1.17584  0.109
H5 -2.90602 -7.01346 2.68291  0.074
H6 -5.10003 -6.73674 2.01737  0.002
H7 -5.88595 -4.65901 2.50741  -0.025
H8 -3.97397 -5.69138 4.75201  -0.033
H9 -1.38823 -1.77772 5.00738  -0.028
H10 -1.47056 -0.32251 3.25053  -0.023
H11 0.47276 -1.49636 2.52923  -0.077
H12 -3.79662 -0.94378 5.55526  0.039
H13 -5.95019 -2.41572 2.32503  0.022
H14 -2.30133 -5.02742 -0.81052  0.104
H15 -1.97374 -3.33546 -0.76551  0.092
H16 -0.45459 -5.47653 0.64049  0.097
H17 -0.43049 -3.86785 1.30843  0.098
H18 -4.81316 -5.53014 -0.31471  -0.011
H19 -5.75585 -3.59505 0.58972  -0.037
N3 2.11664 1.72097 -3.75855  0.059
C11 1.48088 0.60408 -3.40062  -0.160
C12 2.00679 -0.33687 -2.52682  -0.074
C13 3.26543 -0.10713 -2.00430  -0.069
C14 3.94496 1.04585 -2.35990  -0.084
C15 3.32609 1.92400 -3.23606  -0.183
H20 0.49834 0.46611 -3.83942  0.109
H21 1.44716 -1.22467 -2.26670  0.093
H22 3.70919 -0.82156 -1.32197  0.106
H23 4.93091 1.26023 -1.96846  0.101
H24 3.81596 2.84291 -3.54363  0.098
N4 -4.36227 1.72540 -0.57160  0.080
C16 -4.61583 2.28931 -1.75137  -0.161
C17 -4.50194 3.64972 -1.99634  -0.089
C18 -4.10434 4.47237 -0.95346  -0.097
C19 -3.83759 3.90553 0.28108  -0.090
C20 -3.98007 2.53059 0.41869  -0.180
H25 -4.92615 1.60671 -2.53633  0.101
H26 -4.71896 4.05249 -2.97712  0.093
H27 -4.00432 5.54113 -1.10242  0.098
H28 -3.52688 4.51229 1.12060  0.102
H29 -3.78108 2.04125 1.36548  0.028
N5 1.19757 1.19743 0.93161  0.077
C21 0.88044 1.75841 -0.23219  -0.152
C22 1.01883 3.11036 -0.50744  -0.068
C23 1.50651 3.93219 0.49396  -0.087
C24 1.83598 3.37137 1.71832  -0.081
C25 1.66468 2.00491 1.88299  -0.156
H30 0.50073 1.06555 -0.97020  0.090
H31 0.75022 3.50402 -1.47852  0.101
H32 1.62816 4.99513 0.32396  0.101
H33 2.21853 3.97862 2.52790  0.095
H34 1.91329 1.52192 2.82299  0.099
N6 6.28950 3.09083 -6.96793  0.054
C26 7.61988 3.08376 -7.04607  -0.155
C27 8.43737 2.33692 -6.21304  -0.072
C28 7.84072 1.55356 -5.23884  -0.076
C29 6.45971 1.54697 -5.13844  -0.064
C30 5.73378 2.32878 -6.02424  -0.136
H35 8.04382 3.71468 -7.82135  0.104
H36 9.51260 2.36950 -6.32525  0.100
H37 8.44402 0.95583 -4.56688  0.106
H38 5.95485 0.94988 -4.39156  0.088
H39 4.64962 2.35260 -5.98487  0.103
N7 -6.12894 3.82337 3.01706  0.078
C31 -6.69284 4.38314 4.08486  -0.154
C32 -7.98476 4.88706 4.10384  -0.084
C33 -8.73524 4.80914 2.94331  -0.094
C34 -8.16843 4.23152 1.82020  -0.070
C35 -6.86898 3.75363 1.90902  -0.138
H40 -6.06768 4.42643 4.97077  0.102
H41 -8.38950 5.32881 5.00467  0.095
H42 -9.74827 5.19213 2.91498  0.100
H43 -8.72029 4.14990 0.89347  0.099
H44 -6.38792 3.29011 1.05627  0.089
N8 0.63095 -1.14090 6.59016  0.061
C36 1.25532 -2.06564 7.31392  -0.146
C37 2.41028 -1.82255 8.04301  -0.079
C38 2.94756 -0.54654 8.01397  -0.093
C39 2.31220 0.42880 7.26343  -0.081
C40 1.16039 0.07935 6.57420  -0.152
H45 0.80067 -3.05058 7.30283  0.107
H46 2.87492 -2.61338 8.61640  0.097
H47 3.84917 -0.31531 8.56814  0.100
H48 2.69918 1.43775 7.21245  0.096
H49 0.62693 0.81049 5.97472  0.104
N9 6.55889 7.24281 -8.57672  0.050
C41 6.28346 7.69560 -9.79914  -0.170
C42 5.50170 7.01096 -10.71575  -0.085
C43 4.97792 5.78288 -10.34328  -0.084
C44 5.25324 5.29205 -9.07779  -0.077
C45 6.04468 6.05971 -8.23598  -0.165
H50 6.71657 8.65896 -10.04817  0.098
H51 5.30905 7.42912 -11.69480  0.096
H52 4.36279 5.21565 -11.03098  0.102
H53 4.86736 4.33935 -8.74749  0.085
H54 6.28377 5.71781 -7.23660  0.089


Number 1: lowest unoccupied orbital energy 6.0 eV. Number 2: lowest unoccupied orbital energy 0.4 eV. Number 3: lowest unoccupied orbital energy -0.1 eV. Number 4: lowest unoccupied orbital energy 2.0 eV.